ORCA calculation (ωB97M-V/def2-TZVPD) on a structure of composition C33H61CoN7O7P2SSi in a non-equilibrium geometry.

Last column: Löwdin spin population.
Cartesian coordinates (Å):
Co (-15.50438, -15.31829, -7.60542)  2.70
C (-11.12404, -18.12198, -7.76609)  0.02
N (-12.04184, -17.20747, -7.14576)  0.11
C (-11.90748, -16.36961, -6.00574)  0.04
C (-13.08534, -15.67836, -5.82130)  0.02
N (-13.91418, -16.01711, -6.84474)  0.15
C (-13.31636, -16.96529, -7.62604)  0.14
P (-13.95661, -17.59517, -9.21131)  0.24
C (-14.52248, -16.12840, -10.12777)  0.11
N (-15.21848, -15.09816, -9.54394)  0.12
C (-15.47253, -14.11361, -10.49658)  0.02
C (-14.70913, -14.40287, -11.57083)  0.02
N (-14.14279, -15.68641, -11.39410)  0.07
C (-13.61252, -16.52773, -12.49989)  0.01
C (-15.68262, -17.89260, -8.61338)  0.05
N (-16.49121, -17.04091, -7.90295)  0.05
C (-17.67790, -17.65659, -7.61011)  0.01
C (-17.57642, -18.97880, -8.00218)  0.00
N (-16.32037, -19.12755, -8.62949)  0.00
C (-15.74456, -20.28348, -9.23884)  0.01
H (-10.07994, -17.90618, -7.57105)  0.00
H (-11.30813, -18.04299, -8.85816)  0.01
H (-11.33139, -19.15993, -7.43054)  0.00
H (-11.05941, -16.42389, -5.37850)  0.00
H (-13.46873, -15.06333, -5.03336)  0.00
H (-16.15495, -13.29896, -10.27725)  0.00
H (-14.72811, -13.93790, -12.56042)  0.00
H (-12.79888, -17.04688, -12.05145)  0.00
H (-13.32250, -15.83831, -13.29039)  0.00
H (-14.48111, -17.19486, -12.78770)  0.00
H (-18.37104, -17.11157, -6.98995)  0.00
H (-18.35087, -19.72432, -8.13011)  0.00
H (-16.36418, -21.16254, -8.91778)  0.00
H (-14.70835, -20.46236, -8.90755)  0.00
H (-15.82024, -20.26820, -10.31885)  0.00
N (-15.85882, -13.51264, -6.80957)  0.03
C (-15.79205, -12.49385, -6.19916)  0.02
H (-20.44301, -15.93889, -3.65652)  0.00
C (-12.92064, -8.27470, -4.09277)  0.00
C (-14.17249, -7.58113, -4.58676)  0.00
C (-13.96340, -6.10942, -4.85954)  0.00
C (-15.33996, -7.77493, -3.57646)  0.00
O (-14.63926, -8.12804, -5.90778)  0.00
Si (-14.70289, -9.66827, -6.52081)  0.00
S (-15.84633, -11.12979, -5.24924)  0.01
O (-15.39420, -9.71230, -7.99020)  0.00
C (-16.65360, -9.14130, -8.52283)  0.00
C (-17.02603, -10.09975, -9.70312)  0.00
C (-16.32129, -7.77718, -9.08424)  0.00
C (-17.76275, -9.01524, -7.49259)  0.00
O (-13.23561, -10.26867, -6.63133)  0.00
C (-12.12508, -10.55594, -7.57409)  0.00
C (-12.12689, -9.38559, -8.50408)  0.00
C (-12.41191, -11.88596, -8.26677)  0.00
C (-10.89051, -10.65781, -6.68577)  0.00
H (-12.71972, -8.04366, -3.05031)  0.00
H (-12.04591, -7.89279, -4.66241)  0.00
H (-13.00632, -9.36233, -4.14348)  0.00
H (-13.73107, -5.44096, -4.02680)  0.00
H (-14.87228, -5.61729, -5.32930)  0.00
H (-13.19150, -5.97635, -5.60569)  0.00
H (-15.05153, -7.57143, -2.56195)  0.00
H (-15.55681, -8.85246, -3.64079)  0.00
H (-16.19446, -7.15103, -3.89214)  0.00
H (-16.15575, -10.15286, -10.43669)  0.00
H (-17.97764, -9.82676, -10.18834)  0.00
H (-17.18575, -11.12002, -9.29716)  0.00
H (-15.41089, -7.84394, -9.75017)  0.00
H (-16.14296, -7.06214, -8.28669)  0.00
H (-17.13058, -7.33338, -9.68061)  0.00
H (-17.96345, -9.95332, -6.99869)  0.00
H (-18.73701, -8.71847, -7.95205)  0.00
H (-17.54841, -8.23678, -6.74010)  0.00
H (-13.13434, -9.33237, -8.97676)  0.00
H (-11.35380, -9.39515, -9.32074)  0.00
H (-11.87951, -8.44569, -7.92744)  0.00
H (-13.34807, -11.86342, -8.80694)  0.00
H (-12.33941, -12.69957, -7.54740)  0.00
H (-11.62355, -12.07115, -8.99613)  0.00
H (-10.68240, -9.72734, -6.17252)  0.00
H (-10.00295, -10.83654, -7.30137)  0.00
H (-11.01053, -11.42599, -5.90657)  0.00
C (-16.88975, -13.05433, -1.03943)  0.00
C (-17.19480, -14.53496, -0.82689)  0.00
C (-18.17289, -14.82497, 0.29858)  0.00
C (-15.86162, -15.23315, -0.75162)  0.00
O (-17.97209, -14.84687, -2.06946)  0.00
P (-18.43861, -16.14381, -2.76517)  0.00
O (-17.76042, -16.49684, -4.06049)  0.00
O (-19.99649, -15.82515, -2.80636)  0.00
O (-18.37683, -17.30218, -1.64072)  0.00
C (-17.86423, -18.66339, -1.89623)  0.00
C (-18.11568, -19.27448, -0.52101)  0.00
C (-16.31362, -18.70068, -2.14291)  0.00
C (-18.75324, -19.20327, -3.02738)  0.00
H (-16.30453, -12.58381, -0.20721)  0.00
H (-17.80908, -12.51432, -1.21497)  0.00
H (-16.24780, -12.92909, -1.91450)  0.00
H (-17.74160, -14.30258, 1.18198)  0.00
H (-18.24869, -15.92166, 0.41554)  0.00
H (-19.11661, -14.33001, 0.11233)  0.00
H (-15.25968, -14.65477, -0.05447)  0.00
H (-15.39039, -15.22078, -1.75924)  0.00
H (-15.89982, -16.25957, -0.28576)  0.00
H (-17.65770, -18.71974, 0.24247)  0.00
H (-17.74804, -20.29930, -0.43959)  0.00
H (-19.20068, -19.37326, -0.35482)  0.00
H (-15.80592, -18.73317, -1.18693)  0.00
H (-15.96918, -17.83792, -2.69887)  0.00
H (-16.00851, -19.54528, -2.70476)  0.00
H (-19.74987, -18.80838, -2.99864)  0.00
H (-18.80528, -20.32199, -3.02983)  0.00
H (-18.33383, -18.86728, -3.98201)  0.00

For the calculated total energy, the calculation gives -134892.885 eV. The total charge is +1. Its HOMO-LUMO gap (spin up / spin down) is 5.00 / 8.60 eV. As for the multiplicity: 5. The HOMO energy (spin up / spin down) is -6.63 / -10.71 eV.

---

ORCA calculation (ωB97M-V/def2-TZVPD) on a cluster of 4 separate species, C33H61FN5O8 in total in a non-equilibrium geometry.

Last column: Löwdin charge in e.
Cartesian coordinates (Å):
C (-1.67315, 2.62760, -3.07114)  -0.02
C (-1.43051, 2.89162, -1.50209)  -0.40
O (-2.38283, 2.69542, -0.69160)  0.01
N (-0.10637, 3.31180, -0.99424)  -0.12
C (0.56037, 4.10991, -2.10825)  -0.11
C (-0.24429, 4.26437, 0.15346)  -0.19
C (-0.37870, 3.51741, 1.59915)  -0.15
C (1.05996, 3.32169, 2.29202)  -0.17
C (1.55322, 1.79659, 2.41324)  -0.12
N (1.16409, 0.91558, 1.27311)  0.01
C (-0.03248, 0.08140, 1.24073)  0.06
N (-0.06376, -0.66213, 0.00915)  0.01
C (-1.17688, -1.60325, -0.22358)  -0.12
C (-1.75758, -2.45629, 0.97079)  0.04
C (-2.91079, -3.43502, 0.62255)  -0.08
N (-3.51579, -3.66554, -0.65303)  0.03
C (-2.99629, -2.84858, -1.70574)  -0.10
C (-1.85266, -1.80191, -1.62797)  0.03
C (1.11414, -0.33746, -0.78703)  -0.01
C (1.49588, -0.98105, -2.21335)  -0.06
C (2.12997, -2.45407, -1.89900)  -0.30
C (1.97601, -3.35580, -3.22553)  -0.04
F (1.48117, -3.09120, -0.76838)  -0.07
C (1.92053, 0.70532, 0.04785)  -0.08
N (3.18717, 1.25975, -0.44341)  -0.07
C (3.31472, 2.73231, -0.21709)  -0.06
C (4.36914, 0.50007, 0.03050)  -0.35
C (5.47353, 0.13426, -1.10359)  -0.01
O (4.51522, 0.13647, 1.23317)  0.06
H (-0.91790, 1.81057, -3.38331)  0.09
H (-1.58121, 3.57533, -3.71093)  0.09
H (-2.75054, 2.23898, -3.20122)  0.10
H (1.45395, 4.72355, -1.70898)  0.09
H (0.99423, 3.42469, -2.92187)  0.10
H (-0.16321, 4.87051, -2.57809)  0.11
H (0.63787, 4.99126, 0.27743)  0.11
H (-1.17729, 4.92533, -0.03139)  0.14
H (-0.96040, 4.27596, 2.25690)  0.12
H (-1.02882, 2.58062, 1.55609)  0.09
H (0.95234, 3.71240, 3.37909)  0.13
H (1.83684, 4.03012, 1.80753)  0.10
H (1.05927, 1.34465, 3.35614)  0.15
H (2.69235, 1.78065, 2.55055)  0.13
H (-0.80803, 0.01756, 2.08960)  0.18
H (-1.31488, -2.32370, 2.02737)  0.10
H (-3.32781, -4.05394, 1.50624)  0.11
H (-3.47248, -2.99587, -2.74835)  0.12
H (-1.48579, -1.18291, -2.51972)  0.09
H (0.58857, -1.15710, -2.88181)  0.10
H (2.33630, -0.38941, -2.74148)  0.13
H (3.25274, -2.39217, -1.63891)  0.14
H (0.91802, -3.78762, -3.23530)  0.07
H (2.11493, -2.63550, -4.12394)  0.10
H (2.78379, -4.15802, -3.34382)  0.10
H (2.32190, 3.28359, -0.11288)  0.06
H (3.91249, 2.92369, 0.75770)  0.11
H (3.89865, 3.27531, -1.05948)  0.12
H (5.72881, -0.97804, -1.11846)  0.09
H (6.40175, 0.81754, -1.02549)  0.10
H (5.01052, 0.37566, -2.13813)  0.08
C (-0.10313, -6.58689, -3.35051)  -0.11
O (0.44479, -6.79493, -4.64429)  -0.20
C (0.51260, -8.17971, -4.98692)  -0.19
C (-0.61141, -8.56924, -5.94097)  -0.20
O (-1.88298, -8.50146, -5.29710)  -0.19
C (-2.60958, -7.33532, -5.65789)  -0.11
H (-0.30845, -5.52096, -3.23442)  0.06
H (-1.03526, -7.13831, -3.20967)  0.09
H (0.62359, -6.88694, -2.58814)  0.09
H (0.49948, -8.80593, -4.08859)  0.13
H (1.47138, -8.33628, -5.49117)  0.12
H (-0.46601, -9.60954, -6.24832)  0.13
H (-0.59476, -7.94652, -6.84196)  0.13
H (-2.97545, -7.42892, -6.68477)  0.09
H (-2.00061, -6.43243, -5.56327)  0.08
H (-3.46697, -7.24719, -4.98804)  0.09
C (-3.24696, -5.93677, 4.82057)  -0.10
O (-3.26522, -4.59541, 4.34751)  -0.22
C (-3.84231, -3.69593, 5.29442)  -0.20
C (-2.76760, -2.89988, 6.02740)  -0.20
O (-1.99030, -3.74056, 6.87740)  -0.19
C (-0.72161, -4.05020, 6.31791)  -0.11
H (-2.62395, -6.52748, 4.14609)  0.09
H (-2.83276, -6.00634, 5.82851)  0.09
H (-4.26129, -6.34824, 4.80786)  0.09
H (-4.48477, -4.23134, 6.00103)  0.13
H (-4.47132, -2.99986, 4.73006)  0.12
H (-3.25572, -2.16149, 6.67130)  0.13
H (-2.12830, -2.35964, 5.31984)  0.11
H (-0.07318, -3.16940, 6.35844)  0.09
H (-0.80770, -4.39896, 5.28549)  0.08
H (-0.27025, -4.84408, 6.91536)  0.09
C (2.13619, 8.07697, 1.35762)  -0.11
O (1.08086, 8.40899, 0.46668)  -0.20
C (-0.20510, 8.16781, 1.03751)  -0.21
C (-0.85573, 9.46524, 1.50532)  -0.20
O (-0.15640, 10.02227, 2.61624)  -0.19
C (0.66978, 11.11697, 2.24128)  -0.11
H (3.06786, 8.46585, 0.94214)  0.09
H (1.98595, 8.51485, 2.34670)  0.09
H (2.22063, 6.98744, 1.44375)  0.07
H (-0.13943, 7.44328, 1.85705)  0.12
H (-0.82538, 7.72812, 0.24945)  0.12
H (-1.87181, 9.24477, 1.84766)  0.13
H (-0.92621, 10.18695, 0.68452)  0.13
H (0.04951, 11.98861, 2.01279)  0.09
H (1.29832, 10.87476, 1.38064)  0.08
H (1.31696, 11.36031, 3.08574)  0.09

For the calculated total energy, the calculation gives -61740.100 eV. The total charge is +1. Its HOMO-LUMO gap is 7.35 eV. The HOMO energy is -10.74 eV.